The following is a DFT calculation (the ωB97M-V functional and the def2-TZVPD basis) of a cluster of 12 separate species, C39H89BN3O30 in total at a distorted geometry.

The geometry in XYZ format:
```
162
Properties=species:S:1:pos:R:3:forces:R:3
O -2.4426 2.6542 2.2508 0.02 -0.17 0.43
C -2.0648 1.8331 1.4705 -0.19 0.78 -0.54
O -0.8402 1.7262 0.9784 0.38 -0.32 0.11
B -0.8512 0.7791 -0.1445 -0.44 0.02 -0.76
O -2.1892 0.1632 -0.1300 0.46 0.24 -0.08
C -2.9537 0.8170 0.7312 0.57 -0.84 0.16
O -4.0914 0.5670 0.9561 -0.98 0.22 0.22
O 0.2158 -0.2299 -0.1472 -0.32 -0.11 0.83
C 1.0393 -0.0389 -1.1557 -2.11 1.71 0.21
O 2.0221 -0.6321 -1.3631 2.61 -1.63 -0.61
C 0.4715 1.1362 -1.9881 0.06 0.46 -0.55
O -0.6513 1.5102 -1.4251 -0.07 0.08 0.41
O 0.9615 1.6326 -2.9671 0.09 -0.35 0.25
C 5.2169 -1.3913 -2.0302 -0.51 0.40 -0.32
N 6.1508 -1.7910 -3.1129 0.45 -0.26 1.71
O 6.0543 -1.2474 -4.1618 -0.35 0.88 -2.01
O 7.0021 -2.6089 -2.8347 0.21 -0.44 0.23
H 4.6922 -2.2983 -1.7540 0.62 0.13 0.63
H 4.4885 -0.7013 -2.4472 0.15 0.05 -0.10
H 5.7693 -0.8696 -1.2618 0.26 -0.35 0.29
C -1.3602 -2.9819 0.5550 0.69 0.05 -0.54
N -2.2376 -2.9753 -0.6441 0.23 0.74 1.37
O -3.3342 -2.5414 -0.4824 -1.97 0.30 0.39
O -1.7978 -3.3010 -1.7010 1.25 -1.02 -1.86
H -0.3603 -2.7858 0.1802 0.09 -0.01 0.17
H -1.3860 -3.9562 1.0263 -0.24 -0.06 0.10
H -1.7051 -2.1688 1.1715 -0.06 -0.07 0.40
C -3.5676 -0.4626 3.7963 0.24 0.28 -0.40
N -3.3466 -0.9909 5.1594 -0.76 0.24 0.74
O -3.2042 -0.1690 6.0506 0.33 -0.24 -0.30
O -3.4235 -2.1917 5.3403 0.23 0.18 -0.25
H -3.9997 0.5293 3.8375 -0.28 -0.05 0.30
H -4.1698 -1.1663 3.2419 -0.03 -0.10 -0.07
H -2.5983 -0.3337 3.3323 0.15 -0.35 0.00
C 3.0180 1.2257 1.3734 -0.44 -1.77 -1.15
O 3.4441 1.6673 2.5968 0.83 0.09 0.56
C 2.8886 2.8982 2.9077 -0.15 0.50 -0.30
C 3.3022 3.2756 4.2872 -0.91 1.24 0.72
O 4.7075 3.3723 4.4015 -0.55 -0.40 -0.61
C 5.1221 3.5075 5.7156 0.33 -0.39 0.91
H 3.2587 1.8832 0.5339 0.00 0.24 0.05
H 1.9462 0.9751 1.3673 -0.09 0.48 0.00
H 3.4871 0.2547 1.1935 0.23 0.12 -0.11
H 1.8001 2.8125 2.7949 -0.17 0.27 0.42
H 3.1915 3.6974 2.2134 0.24 -0.23 -0.15
H 2.7936 2.6216 5.0196 0.75 -0.22 -0.05
H 2.8609 4.2785 4.4930 0.15 -0.30 -0.05
H 4.6807 4.3774 6.2186 -0.01 0.03 -0.06
H 6.2082 3.5865 5.7417 0.00 0.22 -0.20
H 4.8916 2.6056 6.3063 -0.21 0.14 -0.03
C 4.4708 -4.7450 -4.2486 0.17 0.53 0.96
O 4.1775 -3.8442 -3.1454 0.94 -1.09 -0.82
C 3.1273 -2.9771 -3.4032 -1.67 0.39 -0.11
C 1.7487 -3.6057 -3.2554 -0.02 -0.51 -0.03
O 1.4122 -4.3436 -4.4225 0.29 0.04 -0.41
C 0.0325 -4.5210 -4.6217 -0.19 -0.51 -0.24
H 5.3807 -5.2774 -3.9699 -0.14 -0.08 0.11
H 4.7112 -4.1770 -5.1546 -0.36 -0.01 0.03
H 3.6304 -5.4295 -4.3726 0.14 0.03 -0.32
H 3.1575 -2.5157 -4.4011 0.42 -0.09 0.16
H 3.1821 -2.1918 -2.6495 -0.34 -0.13 -0.34
H 1.0004 -2.8248 -3.0688 0.03 -0.01 0.04
H 1.7600 -4.3218 -2.4183 -0.18 0.38 -0.01
H -0.1173 -5.2581 -5.4180 0.30 0.10 -0.01
H -0.4388 -3.5936 -4.9707 -0.14 0.00 0.44
H -0.4527 -4.9577 -3.7394 -0.09 0.48 0.05
C 1.8548 0.0034 6.6492 -0.74 0.26 -0.57
O 0.7767 0.0056 5.7119 0.28 -0.22 0.54
C 1.2048 -0.2632 4.4150 0.75 -0.35 -1.25
C 0.0215 -0.4836 3.4980 0.19 0.76 0.61
O -0.7160 -1.6353 3.7722 -0.27 -0.70 0.19
C 0.0326 -2.8113 3.5767 0.40 -0.88 0.74
H 1.3946 -0.0371 7.6319 0.10 0.20 0.13
H 2.4211 0.9287 6.4939 0.26 -0.18 0.34
H 2.4988 -0.8737 6.5332 0.03 0.04 -0.14
H 1.8616 -1.1508 4.3793 -0.10 0.10 0.22
H 1.8147 0.5315 3.9400 -0.18 0.07 0.52
H 0.3459 -0.4747 2.4544 0.12 0.06 -0.11
H -0.6303 0.3713 3.7044 -0.19 -0.04 -0.33
H 0.7711 -3.0332 4.3747 -0.05 0.69 -0.15
H 0.5773 -2.8028 2.6288 -0.23 -0.10 -0.03
H -0.6039 -3.6933 3.7006 -0.42 0.36 -0.58
C 3.4818 -3.2896 -9.2627 0.55 -0.24 -0.45
O 2.5740 -2.4312 -8.6674 -0.09 1.02 0.09
C 2.3524 -2.7340 -7.3234 0.25 -1.33 0.70
C 1.8658 -1.5775 -6.5043 -0.68 0.12 -0.34
O 2.9699 -0.8989 -5.9655 -0.37 0.22 0.29
C 2.5642 0.0024 -4.9318 0.84 -0.20 -0.54
H 4.4018 -3.4168 -8.6739 -0.21 -0.07 0.20
H 3.8104 -2.8366 -10.1975 -0.25 -0.12 -0.18
H 3.0186 -4.2662 -9.4427 0.19 -0.14 -0.10
H 3.2777 -3.0994 -6.8453 0.05 0.31 -0.14
H 1.6979 -3.6175 -7.2306 -0.33 0.31 -0.11
H 1.1986 -1.9627 -5.7172 0.26 0.01 0.13
H 1.2327 -0.9076 -7.1120 0.21 -0.04 -0.01
H 2.0397 -0.5355 -4.1395 -0.15 0.14 0.01
H 1.9626 0.8195 -5.3319 -0.15 -0.05 0.11
H 3.5054 0.3959 -4.5477 -0.19 0.15 0.19
C -7.2602 0.2014 -0.2049 0.31 -0.18 1.02
O -8.2705 0.1217 -1.1815 0.17 0.34 -0.10
C -9.5149 0.5892 -0.7301 -0.47 -0.08 0.41
C -10.4057 0.9704 -1.8872 0.00 -0.28 0.20
O -9.9620 2.1046 -2.5757 -0.31 0.29 -0.12
C -8.9713 1.8124 -3.5273 0.54 0.74 -0.20
H -7.0787 1.2111 0.1960 -0.34 0.02 -0.33
H -6.3017 -0.1382 -0.5895 -0.18 -0.15 -0.32
H -7.5094 -0.4276 0.6676 0.04 0.04 -0.19
H -9.4360 1.4766 -0.0829 0.33 -0.10 -0.07
H -10.0392 -0.1870 -0.1381 0.19 0.08 -0.06
H -11.3847 1.2156 -1.4744 -0.11 -0.03 -0.02
H -10.5141 0.1185 -2.5699 -0.03 -0.01 -0.05
H -8.0163 1.6311 -3.0364 0.02 -0.47 -0.14
H -8.8161 2.7017 -4.1432 -0.29 0.00 -0.01
H -9.2865 0.9914 -4.1723 0.19 -0.21 0.00
C -1.5981 5.9768 -5.7798 -0.65 0.00 -0.12
O -0.6082 6.2879 -4.8388 0.69 -0.06 -0.50
C -1.0128 6.1177 -3.5151 -0.02 0.98 0.72
C -1.3289 4.7151 -3.0864 1.30 0.36 -0.23
O -2.5486 4.3369 -3.5782 -1.59 -0.24 -0.20
C -2.8976 3.0236 -3.2214 -0.13 -0.22 0.20
H -1.3125 6.3684 -6.7536 0.25 0.09 0.04
H -2.5488 6.4506 -5.4856 0.05 -0.18 -0.12
H -1.7614 4.8989 -5.8704 -0.03 0.08 0.04
H -1.8361 6.8277 -3.3168 -0.17 -0.41 0.10
H -0.1877 6.4599 -2.8854 0.15 0.00 -0.17
H -1.2803 4.6780 -1.9935 -0.07 -0.20 0.16
H -0.5370 4.0805 -3.5100 0.11 -0.18 0.30
H -2.8110 2.8616 -2.1398 0.13 0.05 -0.07
H -2.2514 2.3011 -3.7322 -0.07 -0.07 0.06
H -3.9416 2.8684 -3.4845 0.03 -0.02 -0.21
C -3.0438 3.7210 5.6497 -0.17 -0.70 -1.42
O -3.2003 3.2746 6.9454 -0.55 0.09 0.71
C -2.0120 3.0640 7.6478 0.07 -0.36 0.37
C -1.0549 4.2192 7.5746 0.68 -0.29 0.18
O -1.6741 5.3878 8.0361 -0.02 -0.07 -0.10
C -0.9591 6.5293 7.6706 -0.17 0.47 -0.11
H -2.5726 2.9404 5.0343 0.38 0.23 -0.02
H -2.5024 4.6608 5.5616 0.03 0.14 -0.01
H -4.0260 3.8291 5.1908 -0.13 0.23 0.26
H -1.4712 2.1654 7.3132 -0.13 -0.02 -0.19
H -2.3428 2.8847 8.6695 0.19 0.05 0.16
H -0.6796 4.3107 6.5450 -0.16 0.29 0.01
H -0.1538 4.0062 8.1770 -0.17 -0.11 0.04
H 0.0511 6.5643 8.0982 -0.01 -0.11 0.04
H -1.5320 7.3788 8.0387 0.11 0.10 -0.01
H -0.8805 6.6098 6.5780 0.07 0.01 0.03
C 5.0451 -5.9932 -0.0509 0.64 0.00 -0.26
O 3.8871 -5.7505 0.6975 -0.41 0.47 -0.16
C 2.8474 -5.1550 -0.0869 -0.42 -1.19 0.12
C 2.7267 -3.6662 0.1179 -0.16 -0.05 0.31
O 2.3385 -3.3388 1.4483 0.19 -0.03 -0.31
C 3.3892 -3.2373 2.3779 0.37 0.59 0.37
H 5.2263 -5.2262 -0.8111 -0.11 0.02 -0.03
H 4.9862 -6.9685 -0.5452 0.03 -0.02 -0.08
H 5.9172 -5.9871 0.6060 -0.14 -0.10 0.13
H 1.9240 -5.6803 0.2007 0.03 0.44 0.28
H 2.9460 -5.4327 -1.1455 0.39 0.35 0.08
H 1.9161 -3.2765 -0.4983 0.15 0.02 -0.19
H 3.6634 -3.1652 -0.1600 -0.10 0.03 0.12
H 2.9599 -2.8542 3.3061 -0.10 -0.27 0.00
H 4.1363 -2.4743 2.0968 -0.12 -0.22 -0.30
H 3.9028 -4.1812 2.5546 -0.08 -0.07 -0.01
```
Positions in Å, forces in eV/Å.

ΔE to the lowest compared entry with this formula, charge and spin: 0.0 kJ/mol
HOMO level: -7.73 eV
Total charge: -1

Here are the Mulliken charges for atoms 1 to 2, given in e: -0.71, 0.87